Density functional theory data (the ωB97M-V functional and the def2-TZVPD basis) for a structure of composition C47H74GeN2PtSi4Te.

The geometry in ORCA input format:
```
! wB97M-V def2-TZVPD RIJCOSX def2/J DEFGRID3
* xyz 0 1
Pt -0.359 -0.044 0.149
C -4.968 -1.647 -0.013
C -3.795 -1.897 0.940
C -4.304 -2.062 2.369
C -2.960 -3.077 0.479
C -3.205 -4.365 0.938
C -2.434 -5.429 0.507
C -1.410 -5.216 -0.398
C -1.126 -3.950 -0.906
C 0.068 -3.840 -1.848
C 1.265 -3.173 -1.166
C -0.173 -3.195 -3.216
C -1.924 -2.897 -0.444
N -1.648 -1.549 -0.853
C -2.168 -1.126 -1.934
C -1.816 0.222 -2.355
N -1.003 0.896 -1.631
C -0.685 2.195 -2.169
C -1.481 3.299 -1.855
C -1.171 4.490 -2.509
C -0.135 4.575 -3.422
C 0.645 3.464 -3.690
C 0.391 2.251 -3.061
C 1.236 1.023 -3.352
C 0.743 0.313 -4.616
C 2.724 1.348 -3.483
C -2.595 3.349 -0.815
C -3.611 2.203 -0.792
C -2.010 3.546 0.585
H -5.549 -0.784 0.316
H -5.631 -2.515 -0.036
H -4.636 -1.458 -1.036
H -3.146 -1.018 0.929
H -5.079 -2.829 2.438
H -4.744 -1.125 2.716
H -3.488 -2.332 3.040
H -3.996 -4.535 1.655
H -2.626 -6.426 0.882
H -0.804 -6.052 -0.726
H 0.339 -4.879 -2.055
H 1.058 -2.115 -0.984
H 2.149 -3.237 -1.804
H 1.489 -3.635 -0.203
H -0.171 -2.108 -3.160
H -1.107 -3.531 -3.673
H 0.642 -3.472 -3.887
H -2.817 -1.745 -2.549
H -2.229 0.641 -3.268
H -1.762 5.371 -2.285
H 0.070 5.515 -3.920
H 1.465 3.539 -4.393
H 1.134 0.340 -2.503
H 0.827 0.978 -5.479
H -0.301 0.005 -4.539
H 1.343 -0.578 -4.814
H 2.934 1.921 -4.389
H 3.299 0.423 -3.537
H 3.088 1.910 -2.623
H -3.159 4.251 -1.068
H -3.199 1.303 -0.332
H -3.986 1.957 -1.788
H -4.465 2.509 -0.185
H -1.469 2.650 0.900
H -2.810 3.729 1.306
H -1.314 4.386 0.615
Ge 1.265 1.441 1.130
C 1.135 3.409 1.045
C 1.308 4.147 -0.125
C 1.235 5.534 -0.124
C 0.986 6.218 1.057
C 0.834 5.505 2.237
C 0.918 4.119 2.225
C 3.022 1.017 0.333
C 3.342 -0.295 -0.020
C 4.579 -0.611 -0.566
C 5.525 0.386 -0.769
C 5.228 1.693 -0.412
C 3.987 2.003 0.132
H 1.403 1.248 2.656
H 1.513 3.640 -1.058
H 1.373 6.078 -1.050
H 0.925 7.299 1.060
H 0.659 6.027 3.170
H 0.817 3.583 3.159
H 2.619 -1.085 0.152
H 4.807 -1.638 -0.827
H 6.490 0.143 -1.195
H 5.963 2.475 -0.557
H 3.776 3.030 0.409
C 0.832 -3.013 7.175
Si 0.884 -3.078 5.293
C -0.581 -4.129 4.754
C 2.454 -3.945 4.724
Si 0.813 -0.908 4.365
Te 0.076 -1.662 2.079
Si 2.922 0.074 4.749
C 4.186 -0.480 3.484
C 3.469 -0.505 6.459
C 2.905 1.953 4.839
Si -0.908 0.234 5.468
C -2.381 -0.906 5.709
C -0.316 0.795 7.166
C -1.470 1.717 4.473
H 0.938 -4.024 7.581
H -0.127 -2.619 7.520
H 1.622 -2.395 7.601
H -0.546 -5.091 5.275
H -0.574 -4.321 3.680
H -1.529 -3.647 5.001
H 2.491 -4.969 5.106
H 3.354 -3.427 5.060
H 2.482 -3.989 3.633
H 4.193 -1.567 3.375
H 5.185 -0.162 3.795
H 3.983 -0.048 2.502
H 3.613 -1.585 6.510
H 2.745 -0.222 7.227
H 4.422 -0.029 6.710
H 2.656 2.414 3.884
H 3.902 2.299 5.129
H 2.199 2.313 5.591
H -2.144 -1.735 6.379
H -2.700 -1.324 4.753
H -3.223 -0.356 6.138
H 0.032 -0.052 7.762
H -1.134 1.273 7.711
H 0.503 1.513 7.097
H -1.779 1.406 3.471
H -0.661 2.437 4.362
H -2.312 2.223 4.953
*
```

E (eV): -151492.0153
Orbital gap (alpha / beta) (eV): 5.60 / 5.60

Density functional theory data (the ωB97M-V functional and the def2-TZVPD basis) for the molecule C47H75NO17.

The geometry in ORCA input format:
```
! wB97M-V def2-TZVPD RIJCOSX def2/J DEFGRID3
* xyz 0 1
C -4.151 -0.324 -2.158
H -4.878 -0.814 -2.798
H -4.660 0.350 -1.477
H -3.478 0.262 -2.780
C -3.348 -1.346 -1.369
H -2.549 -0.834 -0.819
C -4.162 -2.201 -0.377
C -5.410 -2.777 -1.039
H -5.155 -3.146 -2.030
H -5.803 -3.613 -0.465
H -6.184 -2.020 -1.131
H -3.507 -3.030 -0.080
C -4.450 -1.358 0.882
O -3.240 -0.941 1.467
H -2.675 -1.735 1.569
H -4.959 -0.437 0.575
C -5.361 -2.065 1.925
C -5.925 -1.007 2.828
C -6.901 -0.176 2.464
C -7.629 -0.268 1.207
C -8.041 0.763 0.473
C -7.735 2.197 0.772
H -8.346 2.845 0.142
C -6.248 2.503 0.517
C -5.973 3.964 0.662
C -5.254 4.711 -0.170
C -4.521 4.283 -1.358
C -3.515 3.396 -1.418
C -2.974 2.698 -0.286
C -1.809 2.023 -0.236
C -0.868 1.847 -1.315
C 0.419 1.516 -1.166
C 1.115 1.311 0.147
C 1.301 -0.184 0.441
H 0.359 -0.696 0.254
H 2.056 -0.577 -0.237
C 1.774 -0.413 1.878
O 3.179 -0.526 1.872
C 3.754 -0.508 3.170
O 3.419 0.676 3.828
H 3.775 1.420 3.305
C 3.197 -1.681 3.996
H 3.589 -2.608 3.571
C 1.665 -1.712 3.990
O 1.160 -2.821 4.687
H 1.535 -3.625 4.307
C 1.162 -1.668 2.528
C -0.339 -1.596 2.446
O -1.035 -2.478 1.993
O -0.832 -0.444 2.877
H -1.796 -0.385 2.717
H 1.494 -2.568 1.999
H 1.277 -0.836 4.520
H 3.544 -1.579 5.023
C 5.291 -0.604 3.026
H 5.671 0.397 2.817
H 5.668 -0.905 4.004
C 5.845 -1.572 1.951
O 5.044 -2.708 1.777
H 4.364 -2.490 1.113
H 6.807 -1.954 2.319
C 6.155 -0.830 0.617
C 6.479 -1.843 -0.520
C 5.656 -1.623 -1.796
H 5.476 -0.555 -1.927
H 6.225 -1.977 -2.656
C 4.316 -2.370 -1.789
C 3.390 -1.873 -2.910
H 3.940 -1.820 -3.849
H 3.058 -0.866 -2.645
C 2.159 -2.785 -3.102
C 1.136 -2.064 -3.990
H 1.647 -1.734 -4.897
H 0.781 -1.179 -3.459
C -0.084 -2.890 -4.434
O 0.281 -3.949 -5.283
H 0.837 -4.565 -4.791
C -0.953 -3.433 -3.274
C -1.423 -2.373 -2.309
O -0.676 -1.726 -1.602
O -2.732 -2.250 -2.312
H -0.363 -4.158 -2.706
H -1.820 -3.935 -3.703
H -0.711 -2.244 -5.060
O 1.604 -3.181 -1.862
H 0.912 -2.534 -1.615
H 2.498 -3.715 -3.580
H 4.512 -3.446 -1.929
O 3.669 -2.189 -0.543
H 2.826 -2.675 -0.623
H 6.310 -2.855 -0.152
H 7.536 -1.751 -0.768
H 7.040 -0.208 0.799
O 5.157 0.089 0.249
H 4.311 -0.390 0.220
H 1.488 0.444 2.505
H 0.522 1.764 0.950
O 2.407 1.918 0.155
C 2.489 3.142 0.830
O 1.870 4.197 0.162
C 2.551 4.749 -0.969
C 1.567 4.868 -2.126
H 1.183 3.886 -2.387
H 2.079 5.300 -2.980
H 0.734 5.500 -1.833
C 3.777 3.919 -1.356
O 4.423 4.535 -2.444
H 5.318 4.171 -2.463
C 4.742 3.821 -0.167
N 5.831 2.941 -0.547
H 6.533 2.924 0.185
H 5.494 1.988 -0.657
H 5.176 4.819 -0.019
C 3.975 3.425 1.134
O 4.558 2.347 1.812
H 4.588 1.571 1.210
H 3.999 4.266 1.836
H 3.453 2.907 -1.640
H 2.900 5.754 -0.686
H 1.938 3.071 1.784
H 1.053 1.396 -2.033
H -1.238 2.018 -2.318
H -1.531 1.590 0.714
H -3.541 2.785 0.630
H -3.030 3.242 -2.372
H -4.780 4.830 -2.258
H -5.216 5.782 -0.002
H -6.459 4.438 1.505
H -5.656 1.930 1.238
H -5.967 2.173 -0.486
H -7.963 2.423 1.817
H -8.580 0.572 -0.446
H -7.840 -1.272 0.858
H -7.191 0.630 3.127
H -5.438 -0.882 3.785
H -6.185 -2.526 1.377
C -4.620 -3.143 2.711
H -4.204 -3.895 2.046
H -5.308 -3.635 3.395
H -3.810 -2.715 3.298
*
```

E (eV): -86253.7433
Orbital gap (eV): 8.33

Density functional theory data (the ωB97M-V functional and the def2-TZVPD basis) for a structure of composition C47H76Cl3MnN7SbSi3.

The geometry in ORCA input format:
```
! wB97M-V def2-TZVPD RIJCOSX def2/J DEFGRID3
* xyz 1 6
Mn 0.427 0.097 0.113
C 3.133 -0.194 -3.761
Sb 3.389 1.062 -2.003
C 2.690 -0.328 -0.409
C 3.558 0.084 0.784
C 3.299 -0.392 2.073
C 4.170 -0.141 3.114
C 5.311 0.608 2.875
C 5.494 1.078 1.586
N 4.659 0.822 0.584
Si 3.514 -1.952 -0.860
C 3.914 -3.061 0.654
C 5.249 -1.807 -1.548
C 2.512 -3.084 -2.019
C 1.758 2.473 -2.676
C 1.053 3.091 -1.505
C 0.912 4.481 -1.373
C -0.005 5.027 -0.503
C -0.770 4.181 0.284
C -0.485 2.839 0.216
N 0.404 2.284 -0.630
Si 0.332 1.696 -3.663
C 0.605 1.440 -5.497
C -0.118 0.047 -2.910
C -1.151 2.831 -3.542
Si 2.781 3.715 -3.705
C 4.022 4.614 -2.627
C 1.686 4.943 -4.611
C 3.812 2.888 -5.030
H 4.074 -0.688 -3.995
H 2.891 0.461 -4.589
H 2.348 -0.937 -3.670
H 2.395 -0.948 2.264
H 3.948 -0.514 4.107
H 6.021 0.834 3.658
H 6.355 1.690 1.336
H 4.781 -2.624 1.156
H 4.248 -4.050 0.310
H 3.167 -3.166 1.442
H 5.855 -1.216 -0.857
H 5.308 -1.323 -2.520
H 5.705 -2.796 -1.639
H 1.425 -3.005 -1.914
H 2.820 -4.129 -1.893
H 2.732 -2.847 -3.059
H 1.489 5.135 -2.002
H -0.137 6.101 -0.456
H -1.533 4.546 0.956
H -1.012 2.162 0.878
H 1.283 0.624 -5.741
H 0.960 2.338 -6.001
H -0.371 1.196 -5.926
H 0.751 -0.447 -2.470
H -0.542 -0.625 -3.658
H -0.878 0.204 -2.141
H -0.967 3.773 -4.064
H -1.417 3.064 -2.510
H -2.020 2.356 -4.007
H 3.635 4.954 -1.666
H 4.404 5.488 -3.161
H 4.866 3.954 -2.418
H 0.972 5.471 -3.979
H 1.114 4.447 -5.397
H 2.318 5.692 -5.095
H 4.577 2.228 -4.616
H 4.329 3.685 -5.571
H 3.232 2.323 -5.758
C -0.853 -2.040 5.318
C 0.303 -1.770 4.352
C 1.360 -2.875 4.475
C 0.913 -0.393 4.575
C 1.581 -0.172 5.776
C 2.211 1.030 6.034
C 2.188 2.022 5.071
C 1.535 1.845 3.856
C 1.492 2.999 2.885
C 2.875 3.556 2.531
C 0.581 4.094 3.447
C 0.872 0.636 3.614
N 0.158 0.372 2.387
C -1.111 0.148 2.571
C -1.984 -0.427 1.629
C -3.301 -0.817 1.901
C -3.716 -1.539 0.798
C -2.639 -1.551 -0.117
N -1.583 -0.869 0.377
C -2.728 -2.252 -1.467
C -3.657 -3.466 -1.343
C -1.358 -2.753 -1.957
C -3.360 -1.309 -2.508
H -1.317 -3.007 5.112
H -1.625 -1.274 5.239
H -0.500 -2.049 6.350
H -0.102 -1.810 3.342
H 1.713 -2.976 5.502
H 2.236 -2.672 3.851
H 0.936 -3.842 4.188
H 1.600 -0.955 6.525
H 2.720 1.192 6.975
H 2.676 2.967 5.271
H 1.058 2.624 1.965
H 3.521 3.650 3.405
H 2.775 4.546 2.082
H 3.384 2.913 1.810
H 0.998 4.498 4.371
H -0.415 3.706 3.676
H 0.479 4.915 2.738
H -1.550 0.362 3.549
H -3.842 -0.624 2.816
H -4.672 -2.017 0.664
H -3.377 -4.099 -0.498
H -3.603 -4.063 -2.256
H -4.697 -3.167 -1.211
H -1.196 -3.788 -1.636
H -0.543 -2.137 -1.582
H -1.311 -2.752 -3.046
H -4.296 -0.900 -2.124
H -3.580 -1.864 -3.424
H -2.713 -0.477 -2.758
N 1.421 -5.273 0.316
C 0.518 -5.029 1.499
C -0.222 -3.718 1.280
N 0.640 -2.596 1.021
H 1.809 -6.218 0.311
H 2.210 -4.606 0.332
H 0.927 -5.122 -0.569
H 1.164 -4.992 2.375
H -0.162 -5.875 1.586
H -0.831 -3.516 2.164
H -0.922 -3.830 0.450
H 1.219 -2.649 0.196
H 1.199 -2.325 1.816
Cl -5.818 1.659 1.025
C -5.166 2.458 -0.400
Cl -4.982 4.196 -0.104
Cl -6.206 2.178 -1.800
C -3.838 1.912 -0.706
N -2.794 1.525 -0.972
*
```

Expectation value of S²: 8.755
E (eV): -159458.4376
Orbital gap (alpha / beta) (eV): 6.39 / 6.47